A cluster of 2 separate species, C6H7N4O2 in total at a distorted geometry. Source: the OMol25 dataset; level of theory: the ωB97M-V functional and the def2-TZVPD basis.

Calculated values
Multiplicity: 1
Total charge: -1
Energy relative to the best compared isomer or geometry (same formula, charge and spin), kJ/mol: 335.7
Maximum force, eV Å⁻¹: 4.60

XYZ file:
```
19
C6H7N4O2, DFT the ωB97M-V functional and the def2-TZVPD basis
C 2.04144 2.10506 -1.67193
C 0.66715 2.21148 -1.25741
C 1.21381 -1.57143 -1.37465
C -2.39456 -1.84914 1.81071
C -0.93563 0.32283 1.61675
C -1.20262 -1.21321 1.48014
N 2.32307 0.83124 -1.77577
N 0.27507 0.95474 -1.15997
N 0.39113 -2.14598 -0.75378
N 1.21260 0.11984 -1.50305
O -1.42143 -2.12099 2.68626
O -3.48345 -2.19908 1.47090
H 2.67537 2.80428 -2.09009
H 0.05465 3.04018 -1.02990
H -1.29900 0.68774 2.67768
H 0.06867 0.51014 1.33643
H -1.71099 0.74500 0.98747
H 2.09531 -1.72460 -2.04664
H -0.57058 -1.50808 0.59687
```

A cluster of 2 separate species, C4H9NO in total at a distorted geometry. Source: the OMol25 dataset; level of theory: the ωB97M-V functional and the def2-TZVPD basis.

Calculated values
Multiplicity: 1
Total charge: 0
SMILES: C=CC.NC=O
Energy relative to the best compared isomer or geometry (same formula, charge and spin), kJ/mol: 184.5
Maximum force, eV Å⁻¹: 2.76

XYZ file:
```
15
C4H9NO, DFT the ωB97M-V functional and the def2-TZVPD basis
C -0.85599 0.51872 0.88554
C -0.01731 1.45124 1.41129
C 0.60350 2.61210 0.65366
H -1.32632 -0.19856 1.48763
H -1.24889 0.43985 -0.15150
H 0.29017 1.20195 2.39045
H 0.39819 2.46226 -0.49098
H 0.10013 3.60374 0.95519
H 1.71472 2.75020 0.82232
N 0.22879 -2.22527 -1.95589
C -0.04354 -2.63588 -0.66004
O 0.13913 -3.78507 -0.39421
H 0.28513 -3.00390 -2.60507
H 0.01106 -1.37348 -2.37347
H -0.27875 -1.81790 0.02510
```

A cluster of 2 separate species, C5H10ClNO3S in total at a distorted geometry. Source: the OMol25 dataset; level of theory: the ωB97M-V functional and the def2-TZVPD basis.

Calculated values
Multiplicity: 1
Total charge: 0
Energy relative to the best compared isomer or geometry (same formula, charge and spin), kJ/mol: 0.0
Maximum force, eV Å⁻¹: 3.30

XYZ file:
```
21
C5H10ClNO3S, DFT the ωB97M-V functional and the def2-TZVPD basis
C -0.88485 -4.15550 0.51090
C 0.82420 -0.33705 1.90763
C -0.73634 1.30393 -1.99893
C 0.54777 -0.56204 0.40131
C -0.81489 -0.08466 -0.03273
N -0.92948 0.01416 -1.46321
O -0.10652 -4.95817 0.81946
O -1.62025 -3.32002 0.17634
O -2.01576 -0.83005 -3.48867
S -1.66952 -1.32110 -2.19132
Cl -0.05890 -2.61202 -2.64737
H 1.67480 0.22958 2.22020
H -0.01050 0.27100 2.18989
H 0.77457 -1.28097 2.51854
H -1.61620 1.94781 -1.89327
H 0.24397 1.77131 -1.59661
H -0.40375 0.99206 -2.99869
H 0.69872 -1.49776 0.04717
H 1.31359 0.04156 0.01870
H -1.66385 -0.62824 0.37580
H -0.92981 0.89934 0.47000
```